1.
A cluster of 2 separate species, C4H12IN2 in total, computed with wB97M-V/def2-TZVPD.

LUMO level = -4.898 eV
charge = +1
relative energy (zero: lowest compared OMol25 entry of this formula, charge and spin) = 63.0 kcal per mole
Kohn-Sham gap = 7.95 eV
DFT total energy = -15414.346 eV
HOMO = -12.85 eV

```
19
Properties=species:S:1:pos:R:3:lowdin_charge:R:1
C 1.231 1.058 1.804 0.013
C 0.853 1.402 -1.068 -0.005
C 0.787 -1.039 -1.131 -0.009
C -2.487 -1.233 1.227 -0.530
N 0.989 -0.031 0.847 0.108
N 0.968 0.165 -0.331 -0.233
I -2.677 0.311 -0.235 0.754
H 1.512 1.921 1.261 0.063
H 0.284 1.168 2.325 0.105
H 1.986 0.730 2.565 0.130
H 0.654 1.107 -2.204 0.167
H 0.082 1.885 -0.553 0.038
H 1.715 2.087 -0.916 0.125
H 1.542 -1.121 -1.935 0.123
H 0.855 -1.900 -0.541 0.083
H -0.235 -0.962 -1.626 0.085
H -3.523 -1.475 1.435 -0.006
H -1.793 -0.840 1.971 -0.019
H -1.915 -1.976 0.566 0.008
```

---

2.
An isolated molecule of C4H12N2, computed with wB97M-V/def2-TZVPD.

LUMO level = 1.119 eV
relative energy (zero: lowest compared OMol25 entry of this formula, charge and spin) = 20.7 kcal per mole
Kohn-Sham gap = 9.71 eV
DFT total energy = -7322.132 eV
SMILES = CN(C)CCN
HOMO = -8.60 eV

```
18
Properties=species:S:1:pos:R:3:lowdin_charge:R:1
C -0.140 -2.006 -0.176 -0.115
N -0.247 -0.611 0.201 -0.281
C -0.077 -0.449 1.627 -0.118
C 0.681 0.218 -0.572 -0.237
C 0.301 1.670 -0.548 -0.282
N -0.914 1.950 -1.322 0.003
H -0.483 -2.614 0.664 0.076
H 0.919 -2.317 -0.263 0.086
H -0.654 -2.262 -1.095 0.080
H -0.789 -1.096 2.138 0.081
H 0.935 -0.703 1.983 0.091
H -0.339 0.554 1.961 0.074
H 0.685 -0.193 -1.583 0.119
H 1.692 0.123 -0.143 0.119
H 1.128 2.262 -0.937 0.100
H 0.219 1.969 0.496 0.094
H -1.606 2.408 -0.750 0.056
H -1.310 1.094 -1.682 0.055
```

---

3.
A cluster of 2 separate species, C4H12N2 in total, computed with wB97M-V/def2-TZVPD.

LUMO level = 0.929 eV
relative energy (zero: lowest compared OMol25 entry of this formula, charge and spin) = 9.8 kcal per mole
Kohn-Sham gap = 10.60 eV
DFT total energy = -7322.606 eV
SMILES = [H]/N=C/N.CCC
HOMO = -9.67 eV

```
18
Properties=species:S:1:pos:R:3:lowdin_charge:R:1
H -1.837 2.855 1.933 0.034
N -2.338 2.265 1.265 0.054
C -2.111 1.047 1.529 -0.404
N -2.606 0.027 0.737 0.044
H -1.481 0.691 2.348 0.110
H -2.977 -0.779 1.224 0.078
H -3.318 0.359 0.092 0.086
C 1.332 -1.680 -1.831 -0.134
C 2.313 -0.571 -1.489 -0.333
C 2.863 -0.678 -0.076 -0.130
H 0.555 -1.765 -1.071 0.067
H 0.808 -1.477 -2.766 0.065
H 1.798 -2.661 -1.955 0.069
H 3.096 -0.447 -2.236 0.095
H 1.753 0.367 -1.585 0.099
H 3.653 0.055 0.103 0.066
H 3.228 -1.671 0.182 0.069
H 2.069 -0.438 0.634 0.066
```

---

4.
An isolated molecule of C4H12N2, computed with wB97M-V/def2-TZVPD.

LUMO level = 1.103 eV
relative energy (zero: lowest compared OMol25 entry of this formula, charge and spin) = 33.4 kcal per mole
Kohn-Sham gap = 9.84 eV
DFT total energy = -7321.580 eV
SMILES = CNCCNC
HOMO = -8.74 eV

```
18
Properties=species:S:1:pos:R:3:lowdin_charge:R:1
C 2.729 0.655 0.242 -0.140
N 1.894 -0.368 -0.459 -0.134
C 0.592 -0.670 0.153 -0.269
C -0.525 0.216 -0.303 -0.266
N -1.729 -0.383 0.281 -0.174
C -2.947 0.364 -0.066 -0.163
H 3.699 0.870 -0.311 0.085
H 3.001 0.441 1.310 0.075
H 2.134 1.574 0.190 0.062
H 2.416 -1.270 -0.501 0.107
H 0.611 -0.708 1.236 0.105
H 0.331 -1.672 -0.150 0.114
H -0.477 1.273 -0.044 0.108
H -0.652 0.121 -1.395 0.121
H -1.518 -0.475 1.275 0.096
H -2.835 0.553 -1.183 0.080
H -3.036 1.418 0.482 0.095
H -3.919 -0.256 0.179 0.095
```

---

Question: Which value of Kohn-Sham gap does entry 1 give?
Answer: 7.95 eV

---

Question: The lowest DFT total energy belongs to which entry?
Answer: C4H12IN2

---

Question: Among the records above, which one has the highest Kohn-Sham gap?
Answer: number 3

---

Question: Which value of LUMO level does entry 4 give?
Answer: 1.103 eV